12
Properties=species:S:1:pos:R:3:forces:R:3:lowdin_charge:R:1 method="wB97M-V/def2-TZVPD" orbital_gap_ev=11.1 e_above_lowest_kj_mol=203.05 homo_ha=-0.387 smiles="N#CCO.N=C=N"
N 0.287 1.401 -1.038 -0.83 -0.57 0.49 0.152
C -0.540 0.799 -0.498 0.70 0.53 -0.50 -0.191
C -1.647 0.041 0.128 0.25 -0.15 0.10 -0.260
O -2.876 0.709 0.000 -0.12 0.03 -0.22 -0.045
H -1.656 -0.966 -0.311 0.01 0.17 0.05 0.123
H -1.441 -0.069 1.195 0.03 0.04 -0.15 0.122
H -3.058 0.838 -0.940 -0.05 0.00 0.16 0.098
N 2.993 0.387 0.162 -0.42 -0.46 0.18 0.145
C 2.182 -0.480 0.444 0.10 0.06 0.00 -0.398
N 1.352 -1.284 0.872 0.37 0.33 -0.12 0.127
H 2.865 0.888 -0.710 -0.05 -0.02 0.04 0.058
H 1.539 -2.264 0.697 -0.01 0.04 -0.04 0.069